(1)
{
  "formula": "C4H20NO8",
  "method": "ωB97M-V with the def2-TZVPD basis set",
  "orbital_gap_ev": 10.670,
  "energy_ev": -22335.94766,
  "total_charge": 1,
  "elements": ["O", "H", "H", "H", "O", "H", "O", "O", "O", "H", "H", "C", "H", "H", "H", "H", "H", "H", "O", "C", "O", "H", "H", "H", "H", "C", "N", "C", "H", "H", "H", "H", "O"],
  "coordinates": [[-0.895, -0.241, 3.856], [-1.586, -0.915, 3.879], [-0.365, -0.638, -3.777], [1.011, -0.342, 2.839], [-0.105, 2.178, -2.134], [1.162, 1.860, -0.796], [-2.291, -1.782, 0.715], [2.357, -0.972, -1.646], [0.570, -2.152, 0.141], [2.119, 0.384, -0.744], [-0.199, -0.066, 0.195], [-0.322, 1.580, 1.468], [-0.400, 1.334, 2.536], [-2.771, 0.412, -0.712], [2.272, -0.299, 1.951], [-1.064, 0.238, 4.677], [0.857, -2.766, 1.940], [-3.059, 1.060, -2.170], [0.573, -0.812, -3.882], [1.203, -0.511, 1.770], [-0.730, 2.540, 0.890], [-0.862, 1.600, -1.929], [1.536, -1.481, -1.491], [-0.327, 3.115, -2.126], [0.710, -1.660, -4.323], [0.890, -1.890, 1.283], [1.547, 1.096, -0.199], [0.550, 0.521, 0.740], [2.304, -0.622, -2.545], [2.297, 1.530, 0.424], [-2.909, -2.476, 0.439], [-1.625, -1.981, 0.031], [-2.406, 0.787, -1.518]],
  "nbo_charge": [-0.965, 0.493, 0.487, 0.305, -0.997, 0.485, -0.955, -0.959, -0.591, 0.477, 0.256, 0.429, 0.165, 0.512, 0.266, 0.488, 0.161, 0.503, -0.971, -0.582, -0.482, 0.512, 0.512, 0.497, 0.488, 0.472, -0.725, -0.172, 0.512, 0.412, 0.481, 0.477, -0.989]
}


(2)
{
  "formula": "C4H20O6",
  "method": "ωB97M-V with the def2-TZVPD basis set",
  "orbital_gap_ev": 9.607,
  "energy_ev": -16755.44815,
  "total_charge": 0,
  "elements": ["H", "C", "O", "H", "H", "H", "H", "H", "O", "H", "H", "H", "H", "O", "H", "C", "H", "H", "H", "H", "H", "C", "O", "H", "O", "C", "H", "O", "H", "H"],
  "coordinates": [[-8.119, -6.826, 19.922], [-6.310, -9.065, 23.306], [-6.133, -6.886, 26.127], [-9.447, -7.579, 19.206], [-2.918, -3.275, 21.312], [-4.925, -5.161, 26.328], [-5.558, -3.257, 22.931], [-3.689, -1.946, 22.137], [-7.132, -8.000, 23.764], [-9.162, -4.808, 19.586], [-7.108, -5.279, 22.240], [-6.350, -7.410, 25.328], [-6.616, -9.288, 22.272], [-3.828, -3.855, 23.108], [-5.193, -5.662, 24.711], [-8.842, -6.674, 19.113], [-4.158, -6.685, 25.612], [-5.661, -5.672, 21.951], [-2.157, -2.733, 22.733], [-6.265, -3.145, 21.567], [-6.545, -9.961, 23.873], [-5.057, -6.062, 25.735], [-6.564, -6.010, 21.903], [-5.247, -8.815, 23.233], [-6.440, -3.147, 22.515], [-3.151, -2.871, 22.305], [-8.379, -6.579, 18.128], [-9.696, -5.557, 19.312], [-3.145, -4.489, 23.343], [-7.057, -7.258, 23.127]],
  "nbo_charge": [0.179, -0.257, -0.742, 0.180, 0.166, 0.183, 0.495, 0.200, -0.762, 0.460, 0.505, 0.493, 0.166, -0.757, 0.140, -0.260, 0.147, 0.485, 0.181, 0.462, 0.192, -0.249, -0.967, 0.159, -0.964, -0.267, 0.162, -0.723, 0.489, 0.502]
}


(3)
{
  "formula": "C4H20O8",
  "method": "ωB97M-V with the def2-TZVPD basis set",
  "orbital_gap_ev": 9.793,
  "energy_ev": -20851.54693,
  "total_charge": 0,
  "elements": ["H", "H", "O", "C", "O", "H", "H", "H", "C", "O", "H", "H", "H", "H", "O", "H", "C", "O", "H", "O", "H", "H", "H", "H", "H", "H", "H", "H", "O", "C", "H", "O"],
  "coordinates": [[5.928, -13.716, 6.312], [7.883, -15.199, 10.527], [6.992, -15.555, 10.601], [9.803, -9.607, 7.447], [6.081, -11.156, 11.904], [8.802, -13.087, 11.548], [6.271, -10.568, 11.166], [7.341, -13.472, 6.845], [8.312, -12.115, 11.702], [9.530, -10.069, 5.079], [9.006, -10.379, 11.021], [9.223, -8.679, 7.338], [10.737, -14.980, 9.622], [11.528, -8.963, 8.112], [6.830, -13.550, 6.024], [8.827, -13.859, 8.842], [6.824, -12.352, 11.661], [8.377, -13.161, 8.347], [8.341, -10.887, 6.566], [11.190, -9.334, 7.294], [6.551, -13.086, 12.418], [6.534, -12.769, 10.688], [10.003, -11.475, 6.494], [8.695, -9.686, 4.800], [7.094, -16.502, 10.473], [9.565, -10.042, 8.427], [9.940, -16.178, 9.110], [8.602, -11.755, 12.691], [8.712, -11.223, 10.671], [9.378, -10.587, 6.385], [8.292, -12.428, 8.967], [9.848, -15.350, 9.593]],
  "nbo_charge": [0.459, 0.476, -0.946, -0.088, -0.716, 0.165, 0.465, 0.496, -0.095, -0.712, 0.489, 0.151, 0.491, 0.464, -0.970, 0.491, -0.098, -0.982, 0.174, -0.717, 0.196, 0.178, 0.185, 0.466, 0.468, 0.160, 0.492, 0.181, -0.762, -0.083, 0.490, -0.967]
}


(4)
{
  "formula": "C4H21NO8",
  "method": "ωB97M-V with the def2-TZVPD basis set",
  "orbital_gap_ev": [11.456, 6.079],
  "energy_ev": -22347.89911,
  "total_charge": 1,
  "spin_multiplicity": 2,
  "elements": ["H", "O", "O", "H", "H", "H", "H", "H", "H", "C", "H", "H", "O", "H", "H", "H", "C", "H", "O", "C", "H", "C", "H", "N", "O", "H", "O", "O", "O", "H", "H", "H", "H", "H"],
  "coordinates": [[-2.229, 1.902, 1.308], [1.060, 2.119, 1.697], [0.066, -1.295, 3.330], [1.024, 0.496, 0.392], [-2.672, -1.549, -1.672], [0.019, -0.087, -2.167], [0.651, 4.078, 0.405], [3.590, -1.853, -1.213], [-1.042, 1.552, -0.855], [-0.042, 2.371, 1.205], [-0.047, -1.024, 0.357], [0.777, -0.650, 3.390], [2.803, -1.715, -0.664], [2.992, -0.953, -0.067], [2.558, 0.925, 0.989], [-0.347, -1.347, 2.317], [-1.230, 1.503, 1.158], [2.016, -3.087, -2.381], [3.334, 0.353, 0.926], [0.287, -0.084, -0.102], [3.834, 0.245, 1.744], [-1.097, 0.772, -0.168], [-3.112, 2.445, -1.250], [0.799, -0.179, -1.452], [1.105, -3.459, -2.147], [-3.265, -2.637, -0.655], [-3.508, 1.660, -1.747], [-3.360, -1.812, -1.037], [-0.113, 3.567, 0.582], [1.330, -0.981, -1.628], [-1.340, 0.713, 1.936], [0.893, -3.519, -1.273], [-3.789, 1.347, -0.886], [-1.944, 0.185, -0.371]],
  "nbo_charge": [0.273, -0.633, -0.920, 0.264, 0.472, 0.411, 0.523, 0.492, 0.222, 0.813, 0.276, 0.482, -1.015, 0.508, 0.498, 0.446, -0.545, 0.490, -0.973, -0.319, 0.517, -0.407, 0.452, -0.219, -0.948, 0.483, -0.901, -0.949, -0.681, 0.435, 0.263, 0.476, 0.457, 0.257]
}


(5)
{
  "formula": "C4H21NO9",
  "method": "ωB97M-V with the def2-TZVPD basis set",
  "orbital_gap_ev": 10.347,
  "energy_ev": -24406.87274,
  "total_charge": 0,
  "elements": ["H", "H", "H", "O", "H", "C", "H", "H", "H", "H", "H", "H", "O", "O", "O", "H", "H", "H", "O", "H", "H", "O", "H", "O", "H", "O", "H", "N", "C", "O", "H", "C", "H", "H", "C"],
  "coordinates": [[2.618, -2.520, -0.663], [-2.183, -0.240, 0.025], [1.101, 3.490, -1.727], [-1.583, 2.293, -0.334], [-0.802, -0.940, -3.439], [-1.868, -1.262, -0.110], [-2.431, 2.568, -0.695], [3.339, 0.955, -1.159], [-2.663, -1.895, -0.500], [-3.020, -2.590, 1.858], [1.433, 1.644, 1.306], [1.629, 0.890, 3.396], [-1.614, 1.561, 3.308], [-2.296, -2.150, -2.860], [1.912, 0.346, 2.658], [0.962, 3.051, 0.685], [-1.046, 0.803, 3.079], [3.072, -1.981, -2.009], [2.871, 0.672, -1.952], [-0.203, -2.135, -1.084], [2.217, 0.028, -1.639], [0.844, 2.619, -2.038], [1.658, 2.159, -2.298], [2.343, -1.938, -1.379], [1.341, -0.415, 2.505], [1.705, 2.490, 0.915], [-1.016, 2.157, 2.816], [-2.038, -2.420, 1.991], [-1.212, -1.753, 1.150], [-0.033, -1.587, 1.416], [-1.686, -2.774, 2.868], [-0.804, -1.230, -1.245], [-1.093, 1.960, -1.098], [-0.091, -0.429, -1.123], [-1.365, -1.428, -2.622]],
  "nbo_charge": [0.484, 0.260, 0.471, -0.962, 0.114, -0.525, 0.470, 0.487, 0.242, 0.402, 0.494, 0.480, -0.922, -0.533, -0.972, 0.474, 0.456, 0.483, -0.974, 0.259, 0.496, -0.987, 0.504, -0.957, 0.505, -0.985, 0.466, -0.806, 0.697, -0.678, 0.399, -0.513, 0.493, 0.229, 0.448]
}


(6)
{
  "formula": "C4H22BO19",
  "method": "ωB97M-V with the def2-TZVPD basis set",
  "orbital_gap_ev": 9.602,
  "energy_ev": -44092.43913,
  "total_charge": -1,
  "elements": ["O", "H", "H", "O", "C", "H", "C", "H", "O", "C", "O", "O", "O", "H", "O", "H", "O", "O", "O", "O", "H", "H", "O", "H", "H", "H", "H", "O", "H", "O", "H", "C", "B", "H", "H", "H", "O", "O", "H", "H", "H", "H", "O", "H", "O", "O"],
  "coordinates": [[-3.037, 2.334, -0.301], [0.888, 3.890, 3.753], [4.715, 1.676, 2.278], [0.355, 1.170, 1.484], [-0.600, -1.665, -0.255], [0.470, -0.345, 4.043], [2.538, 1.102, 0.858], [-0.879, 0.261, -4.129], [-1.903, -0.554, -2.057], [1.525, 1.717, 1.844], [2.452, -3.513, -0.089], [-3.122, -3.754, 1.059], [0.405, 4.468, 4.342], [-3.051, 1.471, 0.114], [-4.226, -2.015, -2.498], [-0.067, -1.421, 4.963], [0.597, -1.260, 4.293], [-1.027, 1.072, -4.616], [1.745, 2.479, 2.775], [-0.856, -2.888, -0.356], [-3.541, -1.357, -2.377], [-3.383, -4.616, 0.736], [3.781, 1.234, 0.858], [-2.835, 2.940, 0.412], [6.182, 1.552, 2.630], [0.825, 4.349, 5.194], [-1.686, -4.527, -2.354], [-2.484, 2.653, -2.942], [-1.783, -3.274, -3.197], [1.896, 0.475, -0.091], [-3.752, -2.842, -2.589], [-1.106, -0.471, -1.112], [0.538, 0.247, 0.424], [4.074, 1.989, -0.722], [-1.830, 1.433, -4.241], [1.606, -3.176, 0.207], [-0.398, 0.554, -0.680], [-2.306, -4.000, -2.858], [-2.259, 2.139, -2.166], [-3.028, 3.366, -2.608], [-2.279, -3.585, 0.637], [2.660, -2.992, -0.864], [4.152, 1.924, -1.674], [4.460, 1.031, -1.829], [0.226, -1.150, 0.733], [5.348, 1.881, 2.965]],
  "nbo_charge": [-0.950, 0.492, 0.489, -0.653, 0.693, 0.469, 0.701, 0.459, -0.604, 0.707, -0.943, -0.951, -0.961, 0.478, -0.981, 0.465, -0.933, -0.961, -0.557, -0.598, 0.479, 0.460, -0.628, 0.478, 0.455, 0.460, 0.481, -0.968, 0.479, -0.606, 0.482, 0.708, 1.188, 0.478, 0.493, 0.480, -0.629, -0.948, 0.497, 0.474, 0.484, 0.462, -0.954, 0.461, -0.663, -0.965]
}


(7)
{
  "formula": "C4H22BO19",
  "method": "ωB97M-V with the def2-TZVPD basis set",
  "orbital_gap_ev": 9.585,
  "energy_ev": -44088.22613,
  "total_charge": -1,
  "elements": ["O", "H", "H", "H", "C", "H", "H", "H", "O", "O", "O", "H", "O", "O", "O", "H", "O", "H", "H", "C", "H", "O", "H", "H", "H", "O", "B", "O", "O", "H", "O", "H", "H", "O", "C", "C", "H", "H", "H", "O", "O", "O", "O", "H", "O", "H"],
  "coordinates": [[2.669, -1.254, -1.118], [-0.710, 1.010, 4.398], [1.670, -5.529, 0.221], [0.940, 4.408, -3.718], [-0.216, -2.233, 0.871], [-0.082, -2.083, -1.754], [-0.245, -4.423, 3.621], [0.333, -5.098, 0.742], [0.979, -5.738, 0.721], [-0.034, -1.753, 3.174], [-0.123, -2.325, -2.718], [-3.818, 2.975, -3.754], [-0.356, -1.508, -0.163], [0.663, 0.623, -0.356], [2.517, 0.093, -3.502], [-1.630, -4.082, 4.107], [3.284, 0.667, 1.087], [0.830, 1.532, 2.913], [2.674, 1.138, 1.543], [-0.183, -1.392, 2.021], [-0.963, -2.716, -3.070], [-3.865, 3.613, -3.102], [1.055, 2.875, 2.000], [-4.819, 2.780, 0.456], [1.935, 0.767, -3.176], [-1.673, 0.572, -0.208], [-0.452, -0.119, 0.279], [-3.999, 2.489, 0.895], [0.825, 2.067, -1.835], [2.679, -1.205, -1.988], [-1.161, -4.870, 3.805], [3.268, 0.576, -3.905], [-3.499, 2.221, 0.051], [-2.020, 2.141, -1.595], [-1.168, 1.511, -0.964], [0.170, 1.544, -0.981], [0.412, -0.170, 4.579], [-0.062, 3.335, -3.098], [3.606, 1.514, 0.797], [0.200, 0.652, 4.620], [-0.291, -3.454, 0.851], [1.561, 2.174, 2.562], [-0.387, -0.152, 1.705], [2.659, -0.490, -0.726], [0.027, 4.228, -3.655], [-3.205, 3.092, -2.626]],
  "nbo_charge": [-0.947, 0.496, 0.456, 0.455, 0.694, 0.504, 0.485, 0.489, -0.954, -0.572, -1.001, 0.447, -0.636, -0.565, -0.953, 0.460, -0.938, 0.516, 0.476, 0.670, 0.473, -0.941, 0.469, 0.464, 0.488, -0.596, 1.163, -0.954, -0.592, 0.475, -0.945, 0.467, 0.484, -0.602, 0.662, 0.642, 0.484, 0.502, 0.449, -0.963, -0.565, -0.987, -0.640, 0.468, -0.974, 0.485]
}


(8)
{
  "formula": "C4H22KO9",
  "method": "ωB97M-V with the def2-TZVPD basis set",
  "orbital_gap_ev": 9.784,
  "energy_ev": -39251.13236,
  "total_charge": 1,
  "elements": ["C", "O", "O", "H", "O", "H", "O", "H", "H", "O", "H", "H", "K", "H", "C", "H", "H", "H", "H", "H", "H", "H", "H", "C", "H", "H", "O", "H", "O", "H", "O", "C", "H", "O", "H", "H"],
  "coordinates": [[-0.556, -0.025, -2.667], [-1.420, 0.727, 3.068], [1.093, 3.227, 0.228], [2.364, -0.139, -1.237], [-0.193, -1.919, 1.432], [1.340, 3.860, 0.892], [3.097, 1.629, 1.993], [3.491, -0.932, 0.694], [-1.168, 0.195, -1.824], [-1.349, 1.699, 0.264], [-0.950, 0.401, 3.849], [-0.497, -1.719, -0.479], [0.816, 0.432, 1.228], [-3.194, -2.891, -0.986], [0.942, 0.270, -2.506], [1.846, 2.624, 0.096], [3.394, 2.516, 1.857], [-2.046, 1.608, -0.358], [-0.780, 2.492, 0.074], [-2.395, 0.645, 3.227], [-0.777, -1.090, -2.766], [-0.266, -2.627, 2.035], [-2.957, -2.701, 0.900], [-0.895, -2.323, 0.252], [2.445, 1.824, 2.645], [2.340, -1.999, 0.957], [-1.008, 0.881, -3.741], [-1.045, 1.862, -3.693], [-2.940, -1.987, -0.958], [1.564, -0.007, -3.250], [2.910, -1.345, 1.353], [-2.411, -1.909, 0.382], [-0.730, -3.359, 0.024], [1.416, -0.251, -1.276], [-2.533, -0.959, 0.857], [1.052, 1.290, -2.566]],
  "nbo_charge": [-0.069, -0.967, -0.956, 0.472, -0.762, 0.489, -0.928, 0.477, 0.173, -0.991, 0.475, 0.180, 0.937, 0.470, -0.078, 0.479, 0.476, 0.487, 0.506, 0.500, 0.205, 0.482, 0.167, -0.092, 0.463, 0.488, -0.768, 0.497, -0.712, 0.181, -0.956, -0.092, 0.181, -0.762, 0.191, 0.156]
}